1.
C37H36ClN2O4S3SbW as an isolated structure, computed with wB97M-V/def2-TZVPD.

LUMO energy: -1.139 eV
HOMO-LUMO gap: 5.565 eV
multiplicity: 1
relative energy (zero: lowest compared OMol25 entry of this formula, charge and spin): 0.0 kcal/mol
total charge: 0
total energy: -103517.6695 eV

Each line ends with the Löwdin charge.
Atoms and positions in Å:
W1 -0.26346 0.35048 -0.12580  1.168
Cl1 -0.79497 -2.90130 -6.89590  0.660
C1 -0.90046 -1.99807 -5.41523  -0.668
C2 -1.60603 -0.78214 -5.40241  -0.079
C3 -1.70472 -0.05100 -4.24977  0.015
C4 -1.09541 -0.49645 -3.05619  -0.341
O1 -1.18952 0.21454 -1.97436  -0.363
C5 -0.40173 -1.72037 -3.07788  -0.148
C6 0.20896 -2.24182 -1.91298  -0.083
N1 0.22939 -1.72121 -0.71343  -0.057
C7 0.95886 -2.48999 0.24001  -0.196
C8 1.15870 -3.84564 0.17518  -0.014
C9 1.99047 -4.49180 1.10876  -0.064
C10 2.57461 -3.79241 2.12404  -0.027
C11 2.30578 -2.41340 2.27100  -0.149
C12 2.76572 -1.64630 3.36469  0.008
C13 2.35929 -0.35279 3.47595  -0.009
C14 1.52030 0.20228 2.49321  -0.121
N2 1.11549 -0.46294 1.42600  -0.030
C15 1.49179 -1.77143 1.32148  -0.162
C16 -0.30514 -2.45866 -4.27922  -0.053
H1 -2.05973 -0.42864 -6.31849  0.110
H2 -2.22608 0.89624 -4.23860  0.105
H3 0.74022 -3.17666 -2.05969  0.124
H4 0.66824 -4.44026 -0.58254  0.115
H5 2.14742 -5.55841 1.01835  0.112
H6 3.21108 -4.28467 2.84816  0.118
H7 3.40606 -2.10590 4.10710  0.123
H8 2.65382 0.27048 4.30762  0.117
H9 1.16355 1.21252 2.59873  0.065
H10 0.24211 -3.39302 -4.29122  0.118
S1 3.49933 3.06449 -1.23400  0.519
C17 2.23794 2.10339 -0.83852  -1.753
S2 1.80540 0.58523 -1.53721  0.571
S3 1.08365 2.42471 0.41857  0.532
O2 -2.34114 -0.53308 0.34834  -0.119
C18 -2.49445 -0.90237 1.74670  -0.281
C19 -1.66180 0.16501 2.50443  -0.570
O3 -1.68784 0.19611 3.71317  0.115
O4 -1.02394 0.99564 1.73764  -0.292
C20 -1.99517 -2.32188 1.96042  -0.157
C21 -1.13857 -2.68087 2.99309  -0.004
C22 -0.77450 -4.01002 3.16853  -0.065
C23 -1.25535 -4.99346 2.31987  -0.085
C24 -2.11264 -4.64458 1.28484  -0.072
C25 -2.48175 -3.32094 1.11597  -0.042
C26 -3.95228 -0.72230 2.14114  -0.128
C27 -4.54502 0.50463 1.85570  -0.025
C28 -5.86066 0.74717 2.20257  -0.061
C29 -6.59767 -0.23492 2.85447  -0.081
C30 -6.00604 -1.44870 3.15979  -0.068
C31 -4.68350 -1.69440 2.80673  -0.007
H11 -2.61998 -1.25350 -0.23101  0.107
H12 -0.77690 -1.92453 3.67710  0.117
H13 -0.10753 -4.27280 3.97965  0.112
H14 -0.96796 -6.02708 2.46385  0.107
H15 -2.50904 -5.40461 0.62375  0.108
H16 -3.20327 -3.07963 0.34014  0.125
H17 -3.95897 1.27083 1.36488  0.091
H18 -6.31402 1.70325 1.97326  0.106
H19 -7.62729 -0.04728 3.12956  0.103
H20 -6.57014 -2.21099 3.68099  0.104
H21 -4.22670 -2.64028 3.06393  0.117
C32 -2.67148 3.99050 1.69647  -0.177
C33 -1.88969 4.35809 0.43695  -0.407
Sb1 -1.64438 2.69847 -0.89405  1.446
C34 -0.50553 3.50551 -2.50929  -0.398
C35 0.07920 4.88883 -2.23776  -0.185
C36 -3.54282 2.70570 -1.91788  -0.391
C37 -4.74496 2.13413 -1.18111  -0.183
H22 -2.74922 4.84499 2.37106  0.072
H23 -2.18967 3.17447 2.23551  0.054
H24 -3.69118 3.67484 1.46345  0.048
H25 -0.88553 4.70250 0.68238  0.037
H26 -2.37916 5.15693 -0.12380  0.053
H27 -1.16521 3.51325 -3.38065  0.052
H28 0.28640 2.78143 -2.70808  0.024
H29 -0.69376 5.62967 -2.02387  0.061
H30 0.64832 5.24040 -3.09998  0.073
H31 0.76519 4.85393 -1.39134  0.042
H32 -3.36881 2.16435 -2.84873  0.027
H33 -3.70386 3.75216 -2.19039  0.057
H34 -4.58226 1.09400 -0.89625  0.055
H35 -5.64202 2.17125 -1.80318  0.072
H36 -4.96220 2.69368 -0.26966  0.050


2.
C37H36F5N8O2PRbS2 as an isolated structure, computed with wB97M-V/def2-TZVPD.

LUMO energy (spin up / spin down): 3.669 / 3.667 eV
HOMO-LUMO gap (spin up / spin down): 3.516 / 5.826 eV
multiplicity: 2
relative energy (zero: lowest compared OMol25 entry of this formula, charge and spin): 0.8 kcal/mol
total charge: -2
⟨S²⟩: 0.806
total energy: -100177.3410 eV

Each line ends with the Mulliken spin population.
Atoms and positions in Å:
Rb1 0.40486 -0.76164 0.97803  0.004
C1 -1.36899 0.76286 3.59503  0.017
C2 -1.59550 1.91959 2.67474  -0.001
C3 -2.64881 2.81184 2.87913  -0.002
C4 -2.85672 3.83193 1.97231  0.000
C5 -2.01214 3.94106 0.88007  -0.002
C6 -0.98316 3.01483 0.74856  0.000
N1 -0.77612 2.03603 1.62782  0.001
C7 -0.11100 3.05663 -0.46179  -0.003
C8 0.23599 4.26367 -1.06058  0.001
C9 0.93084 4.23481 -2.25740  0.000
C10 1.24141 3.01348 -2.82450  0.000
C11 0.88377 1.85682 -2.14086  -0.003
N2 0.24679 1.88072 -0.97269  -0.002
C12 1.16324 0.50892 -2.71484  0.001
C13 0.91646 0.26086 -4.05768  -0.002
C14 1.15852 -1.01773 -4.52966  0.000
C15 1.65616 -1.97300 -3.66284  0.000
C16 1.87822 -1.63779 -2.32755  -0.001
C17 2.38943 -2.64411 -1.33964  0.000
N3 1.61834 -0.41387 -1.86698  0.006
H1 -1.92007 0.88189 4.52766  -0.001
H2 -0.30928 0.64408 3.82119  -0.004
H3 -1.70541 -0.16195 3.11231  -0.015
H4 -3.29916 2.68081 3.73396  0.000
H5 -3.68054 4.52397 2.09893  0.000
H6 -2.17334 4.69372 0.12091  0.000
H7 -0.03518 5.20189 -0.59578  0.000
H8 1.21552 5.15706 -2.74817  0.000
H9 1.75545 2.94544 -3.77308  0.000
H10 0.47805 1.02202 -4.68672  0.000
H11 0.93774 -1.26566 -5.56038  0.000
H12 1.85592 -2.98208 -4.00038  0.000
H13 2.93289 -3.44567 -1.83990  0.000
H14 1.55778 -3.11063 -0.80243  0.001
H15 3.04101 -2.17905 -0.59921  -0.001
N4 -3.36564 -0.21380 -2.36964  0.038
C18 -2.35104 -0.09525 -1.48085  0.026
N5 -2.23343 -0.69807 -0.35048  -0.011
C19 -3.26511 -1.56743 0.03887  0.225
N6 -3.21262 -2.27350 1.13624  -0.159
N7 -2.08640 -2.15874 1.86109  0.180
C20 -2.10103 -2.88405 2.97564  0.192
C21 -1.00253 -2.95522 3.86406  0.064
C22 -1.10297 -3.73766 5.05057  0.059
C23 -0.04358 -3.82158 5.91210  -0.009
C24 1.14334 -3.13205 5.61402  0.178
C25 1.17337 -2.39445 4.43929  -0.065
N8 0.16097 -2.28645 3.58327  0.136
C26 -4.44570 -1.68921 -0.82125  -0.021
C27 -5.55317 -2.47601 -0.49830  0.071
C28 -6.63851 -2.57187 -1.35607  -0.035
C29 -6.63839 -1.87878 -2.56163  0.063
C30 -5.55058 -1.08966 -2.90652  -0.021
C31 -4.46284 -0.99365 -2.04359  0.036
H16 -3.30287 0.36639 -3.24971  -0.015
H17 -1.56633 0.58625 -1.79185  0.017
H18 -2.99281 -3.46602 3.21501  0.028
H19 -2.03021 -4.26251 5.25282  0.004
H20 -0.12196 -4.41999 6.81444  0.001
H21 2.01358 -3.17471 6.25408  0.012
H22 2.08112 -1.85966 4.16927  -0.002
H23 -5.52954 -3.01183 0.44099  0.001
H24 -7.48614 -3.19078 -1.08557  0.000
H25 -7.48362 -1.95218 -3.23576  0.009
H26 -5.52569 -0.54235 -3.84134  -0.002
C32 7.83296 -1.07712 2.33983  0.000
C33 7.09760 0.22370 2.07591  0.000
O1 5.87977 0.03137 1.37182  0.000
P1 4.55166 -0.58812 2.11262  0.001
S1 4.48666 -2.53760 1.94051  0.000
S2 4.36737 0.25876 3.88536  0.000
O2 3.45226 -0.01481 1.06514  0.005
C34 3.24686 1.39296 0.90137  0.000
C35 3.96283 1.90980 -0.32955  0.000
H27 8.80257 -0.86441 2.79935  0.000
H28 7.99118 -1.62525 1.40985  0.000
H29 7.25489 -1.71391 3.00863  0.000
H30 7.69745 0.88094 1.44011  0.000
H31 6.88895 0.74301 3.01544  0.000
H32 3.55748 1.91253 1.81096  0.000
H33 2.17020 1.52806 0.78348  0.000
H34 5.04276 1.83945 -0.20732  0.000
H35 3.68418 2.95285 -0.50616  0.000
H36 3.66849 1.32185 -1.19994  0.000
F1 -2.00217 0.45263 -5.64502  0.000
C36 -2.68465 1.34013 -4.77766  0.000
F2 -1.64660 2.22698 -4.36183  0.000
C37 -3.48064 2.20597 -5.73744  0.000
F3 -4.45901 1.48603 -6.33364  0.000
F4 -2.78269 2.78526 -6.75498  0.000
F5 -4.08300 3.22197 -5.08363  0.000


3.
C37H36GaN7O3S as an isolated structure at a distorted geometry, computed with wB97M-V/def2-TZVPD.

LUMO energy: -0.233 eV
HOMO-LUMO gap: 6.363 eV
multiplicity: 1
relative energy (zero: lowest compared OMol25 entry of this formula, charge and spin): 39.9 kcal/mol
total charge: 0
total energy: -118735.1547 eV

Each line ends with the Löwdin charge.
Atoms and positions in Å:
Ga1 -1.19785 0.27257 -0.23629  0.394
C1 -5.44381 0.66345 -2.37710  -0.076
O1 -5.46820 -0.71496 -2.04019  -0.089
C2 -4.37343 -1.45684 -2.41536  -0.209
C3 -4.61308 -2.66200 -3.03665  0.001
C4 -3.56997 -3.49710 -3.44613  -0.093
C5 -2.27949 -3.05851 -3.30656  -0.056
C6 -2.00091 -1.84968 -2.64974  -0.153
C7 -0.69796 -1.27109 -2.74288  -0.035
N1 -0.32781 -0.27430 -2.01329  -0.035
N2 0.68021 0.51239 -2.49265  0.094
C8 0.73654 1.64149 -1.84859  -0.428
O2 0.00725 1.92678 -0.81439  -0.111
C9 1.67738 2.65205 -2.39300  -0.133
C10 2.51967 2.31390 -3.45354  -0.023
C11 3.38326 3.25168 -3.98784  -0.076
C12 3.40760 4.54665 -3.48531  -0.092
C13 2.56710 4.89135 -2.43988  -0.089
C14 1.70837 3.94897 -1.89431  -0.035
C15 -3.04615 -1.06253 -2.08569  -0.271
O3 -2.82940 -0.01145 -1.35316  -0.123
H1 -6.37663 1.07670 -1.99796  0.089
H2 -5.39763 0.79951 -3.46324  0.095
H3 -4.59861 1.17992 -1.92368  0.073
H4 -5.64218 -2.95253 -3.20077  0.119
H5 -3.78719 -4.45089 -3.90565  0.098
H6 -1.44480 -3.63042 -3.69274  0.110
H7 -0.06794 -1.53257 -3.59410  0.140
H8 2.45709 1.31214 -3.85066  0.107
H9 4.03744 2.96953 -4.80209  0.103
H10 4.06938 5.28537 -3.91721  0.100
H11 2.57549 5.90086 -2.04914  0.098
H12 1.03308 4.23208 -1.09835  0.072
S1 -1.84058 -1.66643 1.13797  0.786
C16 -0.38118 -2.26956 1.84712  -0.802
N3 -0.48171 -2.94369 2.94841  0.018
N4 0.54269 -3.66741 3.47144  -0.018
C17 1.22382 -4.71475 2.87309  -0.254
C18 2.08396 -5.48990 3.65906  -0.045
C19 2.71840 -6.59258 3.11916  -0.107
C20 2.50874 -6.95094 1.79450  -0.118
C21 1.65334 -6.18675 1.01401  -0.096
C22 1.02167 -5.07270 1.53797  -0.043
N5 0.89022 -2.05482 1.34489  0.063
N6 1.19085 -0.95725 0.85451  0.081
C23 2.55100 -0.89549 0.49243  -0.257
C24 3.31059 0.22893 0.79665  -0.031
C25 4.62551 0.30357 0.37491  -0.088
C26 5.18807 -0.72727 -0.36268  -0.088
C27 4.43509 -1.85609 -0.65372  -0.074
C28 3.12741 -1.94900 -0.21615  -0.017
H13 0.48060 -3.70142 4.47486  0.129
H14 2.24216 -5.22393 4.69760  0.104
H15 3.36983 -7.19008 3.74362  0.098
H16 3.00500 -7.81817 1.38035  0.093
H17 1.46301 -6.47468 -0.01169  0.100
H18 0.34261 -4.49152 0.93142  0.093
H19 2.86981 1.02656 1.37975  0.101
H20 5.21185 1.18269 0.60952  0.101
H21 6.21202 -0.64523 -0.70246  0.101
H22 4.86979 -2.66518 -1.22546  0.105
H23 2.51765 -2.81255 -0.44583  0.109
C29 0.87884 4.87911 2.01399  0.006
N7 -0.39831 4.14513 1.95307  -0.167
C30 -1.14888 4.44552 0.70750  0.019
C31 -0.22804 2.64998 2.12025  -0.088
C32 -1.60197 2.06173 2.28615  -0.271
C33 -2.31299 2.37937 3.44667  -0.067
C34 -3.65451 2.06327 3.54525  -0.083
C35 -4.28067 1.44668 2.46829  -0.069
C36 -3.55225 1.08186 1.34897  -0.122
C37 -2.18923 1.38038 1.22020  -0.174
H24 0.69513 5.95183 2.00441  0.105
H25 1.49848 4.60800 1.16102  0.100
H26 1.40448 4.62545 2.93238  0.105
H27 -0.98893 4.42922 2.73888  0.167
H28 -0.63725 3.98660 -0.13682  0.073
H29 -1.23115 5.52231 0.57598  0.108
H30 -2.13893 4.00247 0.76712  0.110
H31 0.40677 2.48475 2.99246  0.138
H32 0.23068 2.26132 1.21280  0.095
H33 -1.80288 2.85791 4.28081  0.110
H34 -4.21828 2.29453 4.43933  0.101
H35 -5.33720 1.21596 2.52173  0.106
H36 -4.04194 0.54977 0.54247  0.091


4.
C37H37B2F4N5OPPd as an isolated structure, computed with wB97M-V/def2-TZVPD.

LUMO energy: 2.111 eV
HOMO-LUMO gap: 6.514 eV
multiplicity: 1
relative energy (zero: lowest compared OMol25 entry of this formula, charge and spin): 7.6 kcal/mol
total charge: -1
total energy: -73466.5737 eV

Each line ends with the Löwdin charge.
Atoms and positions in Å:
Pd1 0.56065 0.44075 -0.05366  0.652
B1 -0.04772 2.35209 3.06426  -0.439
N1 0.76832 1.03577 3.07972  -0.089
C1 1.34176 0.53363 4.18357  -0.114
C2 1.61579 -0.80430 3.97829  -0.068
C3 1.15583 -1.05033 2.68164  -0.147
N2 0.64524 0.05938 2.15281  -0.023
N3 0.21349 3.22619 1.79534  -0.083
C4 0.06358 4.55821 1.77671  -0.117
C5 0.17880 5.00053 0.47262  -0.078
C6 0.40835 3.82995 -0.25458  -0.175
N4 0.42236 2.76801 0.54919  0.011
H1 0.31967 3.00481 4.01757  0.065
H2 -1.23288 2.09209 3.13235  0.058
H3 1.49582 1.16209 5.04451  0.106
H4 2.07437 -1.49905 4.66027  0.082
H5 1.16130 -1.96796 2.11556  0.088
H6 -0.10740 5.09770 2.69336  0.109
H7 0.12426 6.01238 0.10942  0.078
H8 0.58091 3.70668 -1.30959  0.070
C7 -4.38463 1.19850 -1.55018  -0.066
C8 -3.54028 0.71091 -0.37572  -0.356
C9 -2.77053 1.87357 0.23487  -0.069
C10 -2.60909 -0.46425 -0.65680  -0.196
C11 -3.28580 -1.80578 -0.91801  -0.032
O1 -2.29035 -2.57198 -1.65105  0.065
C12 -1.43987 -1.70206 -2.13489  -0.265
N5 -1.66850 -0.45919 -1.82302  -0.006
C13 -0.28906 -2.13636 -2.92669  -0.101
C14 -0.26348 -3.43814 -3.40209  0.012
C15 0.86261 -3.91069 -4.05654  -0.053
C16 1.97140 -3.09204 -4.18547  -0.054
C17 1.96362 -1.80493 -3.65753  -0.060
C18 0.83328 -1.29028 -3.04808  -0.194
P1 0.72876 0.40226 -2.29097  0.974
C19 1.41283 1.73015 -3.35966  -0.321
C20 2.69213 1.66688 -3.90637  -0.094
C21 3.17200 2.69009 -4.70972  -0.079
C22 2.38980 3.81182 -4.94881  -0.088
C23 1.12403 3.89812 -4.38866  -0.071
C24 0.63422 2.85842 -3.61214  -0.123
C25 2.37800 0.24102 -1.21426  -0.372
C26 3.16412 1.35769 -0.85863  -0.111
C27 4.23452 1.21293 -0.00639  -0.082
C28 4.50701 -0.03186 0.57668  -0.083
C29 3.71233 -1.12123 0.29727  -0.074
C30 2.64328 -0.98985 -0.59845  -0.110
H9 -5.00084 2.03583 -1.21818  0.078
H10 -5.05622 0.43039 -1.94182  0.071
H11 -3.74464 1.55388 -2.35678  0.070
H12 -4.22007 0.30509 0.38599  0.144
H13 -2.08439 2.28955 -0.50263  0.061
H14 -2.18848 1.57161 1.10720  0.051
H15 -3.45267 2.66804 0.54482  0.084
H16 -1.96189 -0.59391 0.21857  0.135
H17 -4.16530 -1.72844 -1.56208  0.128
H18 -3.52146 -2.35135 -0.01001  0.145
H19 -1.11603 -4.07804 -3.22229  0.130
H20 0.88423 -4.92465 -4.43260  0.106
H21 2.86237 -3.46080 -4.67840  0.104
H22 2.85966 -1.20253 -3.71876  0.096
H23 3.33081 0.82113 -3.69085  0.095
H24 4.16482 2.61614 -5.13556  0.100
H25 2.76852 4.61666 -5.56661  0.097
H26 0.50696 4.76967 -4.56762  0.104
H27 -0.36816 2.89719 -3.20320  0.099
H28 2.91762 2.33461 -1.25586  0.099
H29 4.84418 2.07222 0.24461  0.099
H30 5.33220 -0.12699 1.27220  0.099
H31 3.88770 -2.07418 0.77980  0.111
H32 2.05352 -1.86312 -0.84279  0.079
C31 -1.05835 0.59906 -2.63235  -0.284
C32 -1.52213 0.43599 -4.03476  -0.219
C33 -2.83628 -0.03652 -4.26981  -0.060
C34 -3.36079 -0.22496 -5.53463  -0.101
C35 -2.60152 0.03436 -6.66793  -0.128
C36 -1.29627 0.45525 -6.47830  -0.100
C37 -0.76636 0.63866 -5.20813  -0.053
H33 -3.47139 -0.27318 -3.42970  0.076
H34 -4.37985 -0.58360 -5.62922  0.095
H35 -3.00676 -0.11179 -7.66079  0.086
H36 -0.65365 0.62803 -7.33433  0.096
H37 0.27145 0.92026 -5.15513  0.083
F1 -0.39378 -2.39822 0.19157  0.068
B2 0.09970 -3.75241 0.18026  -1.247
F2 -0.89082 -4.59746 -0.32195  0.116
F3 1.23750 -3.80478 -0.64951  0.100
F4 0.44549 -4.10158 1.48758  0.108